Entry 1:
{
  "formula": "C20H45FN2O10",
  "method": "ωB97M-V/def2-TZVPD",
  "charge": 0,
  "e_tot_ha": -1750.70585,
  "homo_energy_ev": -10.00,
  "gap_ev": 10.6,
  "elements": ["F", "O", "O", "O", "O", "O", "O", "O", "O", "O", "O", "N", "N", "C", "C", "C", "C", "C", "C", "C", "C", "C", "C", "C", "C", "C", "C", "C", "C", "C", "C", "C", "C", "H", "H", "H", "H", "H", "H", "H", "H", "H", "H", "H", "H", "H", "H", "H", "H", "H", "H", "H", "H", "H", "H", "H", "H", "H", "H", "H", "H", "H", "H", "H", "H", "H", "H", "H", "H", "H", "H", "H", "H", "H", "H", "H", "H", "H"],
  "coordinates": [[1.874, -4.591, 3.090], [4.224, 4.976, 4.167], [-1.332, -3.954, -8.137], [-3.393, 2.080, -0.771], [-0.157, -3.893, -5.592], [6.212, 6.129, 5.811], [-2.880, -4.429, -4.620], [-3.575, -2.063, -3.259], [1.645, 5.217, 2.660], [-4.137, 4.326, 0.768], [2.240, 2.507, 2.255], [-0.998, -2.928, 2.813], [2.034, -0.276, 4.831], [-0.112, -3.267, -7.913], [2.317, -1.679, 1.757], [1.370, -2.111, -0.591], [-4.179, -3.314, -2.925], [1.463, -3.361, 3.599], [-1.154, -1.797, -1.047], [2.454, -2.262, 3.185], [0.100, -1.287, -0.325], [-2.367, -1.132, -0.372], [5.347, 5.656, 3.607], [2.282, -1.156, 4.135], [1.107, 4.216, 3.516], [0.084, -3.097, 3.162], [-4.195, -4.224, -4.133], [-0.036, -2.783, -6.482], [5.858, 6.709, 4.565], [2.074, -2.700, 0.647], [0.972, 2.904, 2.778], [-4.720, 3.042, 0.999], [-4.711, 2.220, -0.272], [1.453, -3.442, 4.688], [-2.963, 2.936, -0.648], [-4.611, -5.199, -3.877], [-0.135, -1.241, 0.738], [3.043, -3.073, 0.311], [3.262, -1.174, 1.555], [1.106, -2.943, -1.244], [0.139, 4.565, 3.876], [1.524, -3.575, 0.987], [-1.225, -2.883, -1.003], [5.087, 7.475, 4.721], [2.798, 2.262, 3.002], [5.532, 5.471, 6.003], [-4.744, 4.837, 0.223], [6.111, 4.896, 3.448], [5.085, 6.102, 2.642], [0.568, 2.127, 3.434], [2.105, -1.514, -1.133], [0.889, -2.228, -6.293], [6.748, 7.194, 4.163], [3.455, -2.670, 3.333], [1.775, 4.084, 4.377], [-0.072, -2.428, -8.609], [-3.207, -0.986, -1.044], [0.736, -3.933, -8.124], [-5.099, 1.219, -0.082], [0.311, 3.022, 1.920], [-1.510, -4.469, -7.338], [2.316, 4.767, 2.130], [-3.556, -3.746, -2.142], [-5.189, -3.162, -2.529], [0.654, -4.407, -5.642], [0.259, -0.256, -0.643], [-1.142, -1.470, -2.085], [1.563, -0.897, 1.774], [-2.075, -0.148, -0.009], [-4.179, -1.587, -3.839], [-5.735, 3.142, 1.396], [3.476, 5.587, 4.165], [-5.345, 2.701, -1.030], [-4.820, -3.779, -4.922], [-2.427, -3.581, -4.530], [-2.691, -1.706, 0.496], [-0.884, -2.133, -6.271], [-4.094, 2.563, 1.752]]
}


Entry 2:
{
  "formula": "C20H52F5N7O6P3S",
  "method": "ωB97M-V/def2-TZVPD",
  "charge": 1,
  "e_tot_ha": -3549.29708,
  "homo_energy_ev": -9.80,
  "gap_ev": 6.1,
  "elements": ["S", "P", "P", "P", "F", "F", "F", "F", "F", "O", "O", "O", "O", "O", "O", "N", "N", "N", "N", "N", "N", "N", "C", "C", "C", "C", "C", "C", "C", "C", "C", "C", "C", "C", "C", "C", "C", "C", "C", "C", "C", "C", "H", "H", "H", "H", "H", "H", "H", "H", "H", "H", "H", "H", "H", "H", "H", "H", "H", "H", "H", "H", "H", "H", "H", "H", "H", "H", "H", "H", "H", "H", "H", "H", "H", "H", "H", "H", "H", "H", "H", "H", "H", "H", "H", "H", "H", "H", "H", "H", "H", "H", "H", "H"],
  "coordinates": [[-6.354, 3.405, -5.143], [0.492, 1.584, 2.196], [-4.458, 2.477, -4.602], [4.177, -3.868, 1.808], [-8.012, 1.373, -3.782], [-9.495, 2.887, -3.220], [-7.890, 4.791, -3.575], [-8.018, 2.221, -1.798], [-6.270, 3.736, -2.615], [-5.944, 4.707, -5.563], [-0.648, 2.340, 1.622], [-3.205, 3.124, -2.428], [3.440, -3.152, 0.740], [-7.061, 2.602, -6.085], [-4.818, 1.299, -3.613], [-3.859, 2.000, -6.039], [4.015, -4.316, 3.391], [1.884, 2.531, 1.926], [0.417, 0.115, 1.304], [0.985, 0.883, 3.610], [4.241, -5.468, 1.184], [5.684, -3.083, 1.956], [4.964, -4.061, 4.467], [-3.332, 3.612, -3.720], [-5.011, 3.728, 0.522], [3.303, -5.778, 0.111], [1.725, 3.902, 2.392], [2.750, 2.415, 0.770], [5.455, -6.248, 1.057], [2.257, 1.099, 4.286], [2.917, -5.209, 3.745], [6.891, -3.471, 1.251], [-0.833, -0.156, 0.614], [5.549, -1.642, 2.115], [-3.291, 4.106, -1.372], [-3.022, 0.756, -6.043], [-7.260, 3.638, -3.522], [1.544, -0.465, 0.600], [-3.828, -0.508, -6.284], [0.172, -0.192, 4.167], [-3.620, 3.394, -0.059], [-8.243, 2.483, -3.089], [3.136, -6.858, 0.091], [-2.421, 0.677, -5.135], [2.502, 2.152, 4.393], [-0.902, 0.351, -0.361], [1.521, 3.924, 3.467], [2.452, -4.895, 4.681], [3.661, -5.460, -0.876], [0.087, -0.088, 5.250], [5.198, -7.293, 0.870], [-2.309, 0.876, -6.857], [2.341, -5.304, 0.286], [-4.033, 0.936, -3.168], [-4.600, 1.887, -6.732], [-0.919, -1.234, 0.453], [-3.724, 4.631, -3.787], [2.312, 2.824, -0.151], [3.049, 1.389, 0.589], [1.789, 0.079, -0.321], [1.325, -1.498, 0.325], [6.093, -5.911, 0.232], [-4.358, -0.465, -7.235], [0.610, -1.168, 3.937], [5.051, -1.166, 1.262], [-4.520, -0.722, -5.471], [-3.560, 2.324, -0.249], [-5.614, 4.357, -0.136], [-0.837, -0.171, 3.761], [7.745, -2.971, 1.714], [-4.908, 4.268, 1.462], [-3.135, -1.346, -6.356], [4.481, -4.265, 5.423], [7.095, -4.530, 1.353], [0.907, 4.430, 1.887], [-1.687, 0.153, 1.212], [4.970, -1.407, 3.016], [-2.327, 4.611, -1.278], [-2.375, 3.561, -4.256], [3.681, 2.950, 0.974], [2.430, -0.522, 1.234], [5.291, -3.025, 4.500], [6.031, -6.240, 1.986], [3.271, -6.238, 3.853], [5.843, -4.704, 4.382], [6.532, -1.189, 2.238], [-4.049, 4.862, -1.599], [6.878, -3.214, 0.183], [-2.868, 3.677, 0.672], [2.648, 4.457, 2.228], [2.197, 0.689, 5.295], [-5.588, 2.831, 0.740], [2.142, -5.198, 2.979], [3.073, 0.598, 3.759]]
}


Entry 3:
{
  "formula": "C6H12O",
  "method": "ωB97M-V/def2-TZVPD",
  "charge": 0,
  "e_tot_ha": -310.84235,
  "e_above_lowest_kcal_mol": 136.12,
  "homo_energy_ev": [-7.51, -7.51],
  "gap_ev": [8.0, 8.0],
  "elements": ["O", "C", "C", "C", "C", "C", "C", "H", "H", "H", "H", "H", "H", "H", "H", "H", "H", "H", "H"],
  "coordinates": [[-0.169, -0.241, 1.307], [-1.245, -0.879, 0.965], [1.224, 0.047, -0.762], [1.651, -1.404, -0.778], [0.354, 0.571, 0.330], [1.779, 0.955, 0.330], [-2.299, 1.104, -0.010], [2.025, 1.987, 0.086], [-2.892, 0.405, -0.606], [-1.006, 1.047, 0.029], [-2.298, 2.060, -0.550], [2.605, -1.525, -1.303], [1.080, 0.494, -1.745], [-1.321, -1.293, -0.035], [-2.795, 1.280, 0.948], [1.777, -1.787, 0.241], [-1.833, -1.272, 1.787], [2.453, 0.490, 1.047], [0.909, -2.037, -1.281]]
}


Entry 4:
{
  "formula": "C43H39AuO3P2S",
  "method": "ωB97M-V/def2-TZVPD",
  "charge": 2,
  "s2": 2.0244,
  "e_tot_ha": -3103.66794,
  "multiplicity": 3,
  "homo_energy_ev": [-13.44, -13.63],
  "gap_ev": [8.6, 4.6],
  "elements": ["Au", "S", "P", "P", "O", "O", "O", "C", "C", "C", "C", "C", "C", "C", "C", "C", "C", "C", "C", "C", "C", "C", "C", "C", "C", "C", "C", "C", "C", "C", "C", "C", "C", "C", "C", "C", "C", "C", "C", "C", "C", "C", "C", "C", "C", "C", "C", "C", "C", "C", "H", "H", "H", "H", "H", "H", "H", "H", "H", "H", "H", "H", "H", "H", "H", "H", "H", "H", "H", "H", "H", "H", "H", "H", "H", "H", "H", "H", "H", "H", "H", "H", "H", "H", "H", "H", "H", "H", "H"],
  "coordinates": [[0.060, -0.110, 0.038], [-0.459, -0.493, 3.437], [0.081, 1.926, -0.926], [0.037, -2.147, -0.919], [-1.858, -0.898, 3.359], [0.500, -1.582, 3.320], [-0.145, 0.702, 2.625], [4.089, -4.197, -0.576], [-1.296, 1.847, -2.072], [-1.566, -1.845, -3.145], [-0.051, 0.935, 7.815], [-1.817, -1.531, -4.479], [0.499, 4.362, 2.262], [-0.765, -1.119, -5.296], [-2.254, -2.798, 0.514], [3.360, -4.315, -1.766], [1.665, 2.082, -1.732], [3.915, 1.329, -2.159], [2.682, 1.128, -1.542], [4.139, 2.482, -2.921], [-1.237, -3.249, -0.340], [1.874, 3.235, -2.501], [-0.277, 0.115, 5.133], [-3.317, -3.651, 0.809], [0.523, -0.956, -4.789], [-1.420, 5.158, 0.995], [-2.550, 1.413, -1.594], [2.123, -3.681, -1.882], [-1.218, -4.568, -0.820], [-2.272, -5.424, -0.497], [-0.575, 5.243, 2.106], [-2.206, 2.123, -4.282], [0.781, -1.282, -3.456], [-3.635, 1.386, -2.464], [0.035, 1.363, 9.260], [-1.215, 4.165, 0.037], [-0.271, 1.477, 5.454], [-0.041, -0.438, 7.484], [-0.156, 1.889, 6.781], [1.615, -2.962, -0.788], [2.339, -2.850, 0.411], [0.718, 3.362, 1.322], [-3.327, -4.953, 0.298], [-0.252, -1.804, -2.658], [3.588, -3.460, 0.505], [-3.471, 1.767, -3.800], [-0.144, 3.279, 0.215], [-0.147, -0.837, 6.154], [-1.100, 2.119, -3.433], [3.122, 3.430, -3.093], [-2.832, -1.580, -4.872], [-0.759, 6.012, 2.850], [-0.801, 0.971, 9.855], [-2.259, -6.449, -0.868], [-2.240, 5.856, 0.847], [0.042, -1.182, 8.283], [-0.383, -4.908, -1.438], [0.946, 1.007, 9.761], [2.498, 0.245, -0.919], [-0.972, -0.871, -6.333], [-2.385, -2.104, -2.481], [-4.157, -5.621, 0.530], [-2.197, -1.801, 0.946], [4.167, -3.365, 1.423], [0.013, 0.116, -7.562], [1.164, 4.451, 3.115], [-2.654, 1.073, -0.562], [-4.610, 1.067, -2.103], [-4.324, 1.779, -4.480], [1.319, -0.559, -5.424], [1.558, -3.740, -2.816], [4.707, 0.590, -2.039], [-2.058, 2.391, -5.329], [0.739, 0.039, -7.356], [-0.092, 2.331, -3.800], [-0.353, 2.205, 4.654], [1.771, -1.109, -3.039], [1.913, -2.290, 1.244], [-0.121, -1.898, 5.902], [5.108, 2.649, -3.391], [-4.129, -3.295, 1.443], [1.532, 2.647, 1.425], [-0.156, 2.950, 7.017], [0.020, 2.454, 9.375], [-1.853, 4.062, -0.847], [1.055, 3.951, -2.618], [3.741, -4.895, -2.611], [3.274, 4.331, -3.684], [5.064, -4.679, -0.500]]
}